No. 1
# C20H23N3O2

A single C20H23N3O2 molecule (wB97M-V/def2-TZVPD, the OMol25 dataset).

XYZ file:
```
48
Properties=species:S:1:pos:R:3:nbo_charge:R:1
C -0.87135 5.55256 4.77068 -0.7162
C -0.46954 4.09998 4.89735 0.5776
O -0.58175 3.50723 5.95098 -0.5516
C 0.06354 3.43981 3.69065 -0.2316
C 0.47475 2.10589 3.79605 -0.1118
C 0.98600 1.43125 2.71651 -0.2729
C 1.10761 2.06193 1.47030 0.1971
N 1.55700 1.32934 0.39994 -0.5948
H 2.06962 0.49518 0.64890 0.3904
C 1.96134 1.91263 -0.86013 -0.3069
H 1.17632 2.57803 -1.23008 0.2089
C 2.22080 0.81485 -1.89297 0.6719
O 3.33311 0.64670 -2.35597 -0.6199
N 1.16224 0.06840 -2.26673 -0.4338
C -0.18092 0.11081 -1.73852 -0.2217
H -0.29731 0.91252 -1.01421 0.2291
C -0.49922 -1.23231 -1.07217 -0.2151
N -0.34094 -2.30181 -2.03269 -0.4698
C -1.08917 -3.46941 -1.88717 0.2640
C -0.51899 -4.74063 -1.97036 -0.2992
C -1.30602 -5.87467 -1.88570 -0.1855
C -2.67364 -5.77403 -1.70734 -0.2466
C -3.25050 -4.51753 -1.62103 -0.1878
C -2.47383 -3.38099 -1.71461 -0.2759
H -2.94916 -2.41231 -1.67269 0.2084
H -4.31848 -4.42120 -1.48961 0.2127
H -3.28348 -6.66160 -1.63769 0.2132
H -0.83931 -6.84695 -1.95014 0.2124
H 0.54759 -4.85520 -2.08640 0.2124
C 1.01186 -2.36028 -2.53825 -0.2235
H 1.08410 -3.14564 -3.29066 0.2191
C 1.34711 -1.02144 -3.20265 -0.2301
H 2.38514 -1.00672 -3.53709 0.2511
H 0.68253 -0.86678 -4.05901 0.1968
H 1.74313 -2.56005 -1.73754 0.1759
H -1.51681 -1.22021 -0.68621 0.2185
H 0.18857 -1.37244 -0.22029 0.1724
H -0.87539 0.26859 -2.57227 0.1976
H 2.89270 2.48968 -0.76971 0.2179
C 0.69847 3.39496 1.36125 -0.2548
C 0.18801 4.06699 2.45095 -0.1573
H -0.11128 5.09579 2.32481 0.2143
H 0.79047 3.91560 0.42085 0.2051
H 1.30361 0.40284 2.81779 0.2091
H 0.38302 1.62072 4.75617 0.2381
H -1.22819 5.90800 5.73395 0.2384
H -1.66412 5.65940 4.03353 0.2271
H -0.01921 6.15252 4.45924 0.2273
```

As for the SMILES: CC(=O)c1ccc(NCC(=O)N2CCN(c3ccccc3)CC2)cc1. As for the total energy: -1090.6879 hartree. As for the multiplicity: 1. As for the energy above the lowest of the compared OMol25 structures with the same formula, charge and spin: 130.24 kJ/mol. Its charge is 0. The HOMO-LUMO gap comes out at 8.64 eV.

No. 2
# C51H113N3O22S9

13 unconnected molecules or ions with the total composition C51H113N3O22S9 (wB97M-V/def2-TZVPD, the OMol25 dataset).

XYZ file:
```
198
Properties=species:S:1:pos:R:3:lowdin_charge:R:1
C 33.64638 -0.45807 0.44121 -0.0775
C 32.18934 -0.96330 0.50989 -0.4171
C 31.41875 -0.45962 -0.80814 -0.0434
O 32.30278 -2.42333 0.42750 -0.0855
H 34.21265 -0.88141 1.27080 0.0726
H 33.51084 0.62338 0.45522 0.0752
H 34.22298 -0.79289 -0.42107 0.0795
H 31.77482 -0.66722 1.47353 0.1270
H 31.64301 0.53942 -1.18192 0.0684
H 30.36047 -0.52963 -0.55671 0.0598
H 31.60098 -1.19131 -1.59523 0.0696
H 31.66943 -2.78365 1.05252 0.0722
C 24.81817 3.61393 -8.05990 -0.0551
C 24.24982 4.11974 -6.69763 -0.4494
C 22.73892 4.21269 -6.64576 -0.1907
O 22.21644 5.42833 -7.29446 -0.1982
C 20.76795 5.43494 -7.04729 -0.0917
N 24.59216 3.21285 -5.60593 0.0237
H 25.90516 3.57046 -7.99159 0.0656
H 24.58768 4.23424 -8.92603 0.0776
H 24.47593 2.57912 -8.07242 0.0697
H 24.84172 5.02430 -6.55783 0.1305
H 22.56765 4.30060 -5.57290 0.1095
H 22.30276 3.33065 -7.11468 0.1271
H 20.66516 5.71513 -5.99894 0.0745
H 20.23232 4.50079 -7.21626 0.0827
H 20.52925 6.34253 -7.60173 0.0874
H 25.57091 3.02144 -5.44618 0.0777
H 24.24651 3.70305 -4.79333 0.0607
C 22.85324 -0.67663 -11.41923 -0.0674
C 22.24900 0.67570 -11.72849 -0.4702
C 22.72847 1.32317 -12.99157 -0.2415
O 22.27078 2.60628 -13.32660 -0.1586
C 21.67075 2.63666 -14.59540 -0.1295
N 20.84001 0.44651 -11.88224 0.0402
H 22.25748 -1.52623 -11.75290 0.0792
H 22.86840 -0.98025 -10.37248 0.0692
H 23.93729 -0.69418 -11.53170 0.0756
H 22.48931 1.43803 -10.98741 0.1371
H 22.53473 0.56441 -13.74976 0.1303
H 23.79358 1.50367 -12.84647 0.1300
H 22.52134 2.51444 -15.26598 0.0855
H 21.10293 3.53290 -14.84523 0.0890
H 21.05354 1.80885 -14.94455 0.0830
H 20.38327 1.20594 -12.36675 0.0690
H 20.51522 0.51533 -10.92837 0.0792
C 28.00867 -12.08226 -7.01059 -0.0845
C 29.40618 -11.71227 -7.18270 -0.4788
C 29.88713 -11.69917 -8.59654 -0.1820
O 30.26882 -13.05641 -8.96910 -0.1862
C 30.83968 -13.14091 -10.27600 -0.1155
N 29.60010 -10.38615 -6.56046 0.0369
H 28.03655 -13.17189 -7.00579 0.0835
H 27.31007 -11.77558 -7.78906 0.0818
H 27.51424 -11.86540 -6.06370 0.0818
H 30.01032 -12.39733 -6.58790 0.1469
H 30.75412 -11.05875 -8.43438 0.1135
H 29.27223 -11.31042 -9.40826 0.1329
H 31.44487 -12.36548 -10.74562 0.0805
H 29.95131 -13.15532 -10.90740 0.0802
H 31.36882 -14.09176 -10.33926 0.0852
H 29.20093 -9.79980 -7.27945 0.0674
H 30.57695 -10.13420 -6.60932 0.0598
C 36.06790 -7.30630 -10.20171 -0.2546
C 35.04945 -8.36645 -10.39508 -0.2290
C 33.66876 -7.81904 -10.93929 -0.2071
S 33.50203 -6.17343 -10.25748 0.6673
O 32.76521 -6.18852 -9.01929 -0.3314
O 32.98331 -5.30030 -11.28433 -0.3407
C 35.40717 -5.93289 -10.05157 -0.1509
H 36.83962 -7.37908 -10.96803 0.1119
H 36.72411 -7.42048 -9.33890 0.1115
H 34.88982 -8.91973 -9.46961 0.1078
H 35.29205 -9.25229 -10.98206 0.1100
H 32.81088 -8.38518 -10.57647 0.1043
H 33.85024 -7.66149 -12.00246 0.1035
H 35.58116 -5.22207 -9.24375 0.1055
H 35.63554 -5.62605 -11.07226 0.0902
C 33.98248 -7.54603 -3.80151 -0.2342
C 33.45662 -6.38565 -2.89055 -0.2023
C 34.39009 -5.26558 -3.28790 -0.2376
S 36.09998 -5.86926 -3.44390 0.6713
O 36.88193 -5.74344 -2.22533 -0.3310
O 36.62906 -5.34288 -4.64885 -0.3216
C 35.50555 -7.63092 -3.65444 -0.2049
H 33.67201 -7.18940 -4.78361 0.1092
H 33.59471 -8.53383 -3.55251 0.1131
H 33.50288 -6.72843 -1.85690 0.1186
H 32.44987 -6.23832 -3.28151 0.1145
H 34.36920 -4.53260 -2.48142 0.1029
H 34.12871 -4.79194 -4.23418 0.1104
H 35.52200 -8.01159 -2.63320 0.0888
H 36.22520 -8.25646 -4.18254 0.1026
C 25.43213 -6.28428 -13.06539 -0.1887
C 24.83014 -7.38605 -12.20191 -0.2580
C 25.91224 -8.29161 -11.70507 -0.2442
S 27.40302 -7.26552 -11.46816 0.7575
O 28.47314 -7.99712 -12.27494 -0.3849
O 27.48600 -7.03545 -10.02048 -0.3620
C 26.70721 -5.74270 -12.29272 -0.1818
H 24.80064 -5.39584 -13.06460 0.1131
H 25.66995 -6.74211 -14.02556 0.1196
H 24.07488 -7.86625 -12.82408 0.1137
H 24.18841 -7.06681 -11.38072 0.1146
H 26.13875 -8.98758 -12.51279 0.0975
H 25.86032 -9.02490 -10.90029 0.1068
H 27.45318 -5.33550 -12.97523 0.0954
H 26.40551 -5.02830 -11.52673 0.0990
C 19.95604 -11.22958 0.96342 -0.2388
C 20.99088 -11.29460 2.11309 -0.2017
C 22.25159 -10.44996 1.76286 -0.1904
S 22.01812 -9.82876 -0.01669 0.7369
O 22.43408 -10.85477 -1.01346 -0.3555
O 22.33227 -8.41615 -0.21624 -0.3610
C 20.16344 -9.92790 0.20850 -0.2117
H 18.96295 -11.43302 1.36405 0.1131
H 20.09228 -12.08251 0.29855 0.1087
H 21.17727 -12.21118 2.67276 0.1123
H 20.47991 -10.69408 2.86567 0.1003
H 23.27936 -10.78555 1.90132 0.0930
H 22.26118 -9.52257 2.33553 0.0863
H 19.67298 -9.92709 -0.76492 0.1051
H 19.88613 -9.03268 0.76509 0.1030
C 21.52953 -7.62372 -6.25512 -0.1542
C 21.90095 -8.77118 -7.23363 -0.2771
C 21.37875 -10.04419 -6.76826 -0.2342
S 19.58809 -9.67213 -6.37277 0.7212
O 19.09811 -10.31991 -5.14242 -0.3505
O 18.79736 -9.50526 -7.56953 -0.3375
C 20.00200 -7.94128 -5.94352 -0.2169
H 21.64857 -6.63629 -6.70110 0.1081
H 22.05567 -7.74327 -5.30803 0.1084
H 22.94342 -8.72652 -7.54886 0.1195
H 21.41585 -8.74665 -8.20943 0.1132
H 21.74628 -10.26419 -5.76595 0.1042
H 21.49913 -10.91611 -7.41120 0.1139
H 19.70366 -7.74723 -4.91327 0.0906
H 19.39730 -7.28095 -6.56514 0.0916
C 25.79144 -4.33762 -3.46031 -0.1814
C 27.10173 -4.99146 -4.18192 -0.1737
C 28.03308 -3.77147 -4.51533 -0.2028
S 26.88394 -2.33299 -4.90072 0.6827
O 26.42561 -2.37113 -6.30685 -0.3646
O 27.42893 -1.11504 -4.40430 -0.3341
C 25.40345 -2.88790 -3.93453 -0.1937
H 25.99589 -4.32839 -2.38970 0.0983
H 24.97718 -5.02641 -3.68540 0.0956
H 26.85004 -5.56866 -5.07163 0.1022
H 27.61115 -5.58181 -3.42029 0.0974
H 28.78817 -3.85525 -5.29695 0.0971
H 28.58948 -3.56823 -3.60035 0.0911
H 24.60691 -2.88580 -4.67859 0.0891
H 25.26865 -2.19185 -3.10662 0.0948
C 18.90494 1.44770 -2.72246 -0.2347
C 19.67752 0.17111 -2.46969 -0.2434
C 19.05016 -0.53692 -1.25408 -0.1704
S 18.48966 0.85112 -0.07896 0.7172
O 19.51154 0.99350 0.94422 -0.3503
O 17.05325 0.83385 0.25337 -0.3555
C 18.73142 2.18093 -1.33732 -0.1962
H 17.91999 1.18618 -3.10924 0.1080
H 19.39929 2.12112 -3.42263 0.1090
H 20.66825 0.62468 -2.44059 0.1148
H 19.80540 -0.50242 -3.31710 0.1149
H 19.80142 -1.18079 -0.79676 0.0994
H 18.10588 -1.00885 -1.52556 0.0956
H 19.75288 2.52292 -1.17069 0.0937
H 17.92211 2.88453 -1.14225 0.0982
C 29.18608 0.48896 -11.16994 -0.1908
C 30.35808 1.22799 -11.84763 -0.2315
C 31.67060 0.47183 -11.49629 -0.2132
S 31.49765 0.06538 -9.69254 0.7203
O 31.56095 1.31390 -8.90618 -0.3440
O 32.40290 -1.06015 -9.41131 -0.3456
C 29.73184 -0.32096 -9.95348 -0.2206
H 28.87279 -0.32172 -11.82777 0.1057
H 28.38872 1.17452 -10.88300 0.1125
H 30.53997 2.23621 -11.47547 0.1029
H 30.11172 1.40012 -12.89538 0.1075
H 32.56003 1.07941 -11.66315 0.1003
H 31.64755 -0.43854 -12.09530 0.1013
H 29.29603 -0.00474 -9.00575 0.0963
H 29.68433 -1.40145 -10.08910 0.0997
C 25.13974 -4.07204 4.11701 -0.2406
C 25.25827 -2.62259 4.71414 -0.1690
C 23.91663 -1.92158 4.27188 -0.2227
S 23.45639 -2.63603 2.61438 0.7241
O 23.93555 -1.80286 1.47487 -0.3825
O 22.17203 -3.26101 2.70379 -0.3329
C 24.85191 -3.96491 2.63633 -0.2002
H 24.41004 -4.63989 4.69423 0.1181
H 26.14108 -4.49128 4.21525 0.1062
H 26.10402 -2.02517 4.37367 0.1159
H 24.96817 -2.53563 5.76121 0.1048
H 23.84476 -0.85515 4.05820 0.0922
H 23.01266 -2.03889 4.86951 0.0934
H 25.71852 -3.60484 2.08186 0.0952
H 24.52536 -4.92642 2.24014 0.0971
```

As for the total energy: -7413.6833 hartree. As for the multiplicity: 1. Its charge is 0. The HOMO-LUMO gap comes out at 9.23 eV.

No. 3
# C3H5NOS

A single C3H5NOS molecule (wB97M-V/def2-TZVPD, the OMol25 dataset).

XYZ file:
```
11
Properties=species:S:1:pos:R:3:nbo_charge:R:1
C 0.55324 -0.04377 0.81187 0.0259
C -0.43401 -0.19559 -0.31281 -0.3677
C -1.59455 0.74523 -0.27408 -0.4732
H 3.12427 -0.76621 -0.48521 0.4834
H 0.13324 0.14898 1.85475 0.2119
H -0.08154 -0.53139 -1.27435 0.2601
H -1.60360 1.39629 0.58212 0.2250
H -2.02955 1.03936 -1.20003 0.2341
N 1.78191 -0.23411 0.69376 -0.1278
O 2.17321 -0.60860 -0.57910 -0.5752
S -2.02262 -0.95018 0.18308 0.1035
```

As for the SMILES: O/N=C\[C@@H]1CS1. As for the total energy: -645.4080 hartree. As for the multiplicity: 1. As for the energy above the lowest of the compared OMol25 structures with the same formula, charge and spin: 272.33 kJ/mol. Its charge is 0. The HOMO-LUMO gap comes out at 9.94 eV.

No. 4
# C2HF4IO

2 unconnected molecules or ions with the total composition C2HF4IO (wB97M-V/def2-TZVPD, the OMol25 dataset).

XYZ file:
```
9
Properties=species:S:1:pos:R:3:nbo_charge:R:1
C 0.29155 -0.70514 0.18807 0.5051
C -0.74155 -1.03106 -0.54792 0.5589
O 1.37411 -0.09408 -0.29260 -0.6783
F -0.23922 1.90147 0.78413 -0.5524
F 0.38216 -1.19917 1.42103 -0.3105
F -0.91538 -0.53801 -1.75381 -0.2964
F -1.72530 -1.70711 -0.04774 -0.2883
I -0.61774 3.56007 -0.10221 0.5512
H 2.19138 -0.18699 0.35104 0.5106
```

As for the SMILES: OC(F)=C(F)F.FI. As for the total energy: -849.1113 hartree. As for the multiplicity: 1. As for the energy above the lowest of the compared OMol25 structures with the same formula, charge and spin: 237.75 kJ/mol. Its charge is 0. The HOMO-LUMO gap comes out at 7.17 eV.

No. 5
# C2H5NO2

A single C2H5NO2 molecule (wB97M-V/def2-TZVPD, the OMol25 dataset).

XYZ file:
```
10
Properties=species:S:1:pos:R:3:nbo_charge:R:1
O 1.40745 1.22230 -0.62373 -0.5525
C 0.85332 0.19749 -1.01109 0.5385
N -0.50292 -0.10233 -0.73211 -0.6988
C -0.89497 0.06824 0.66250 0.0780
O -0.70793 -1.20296 1.44413 -0.7422
H 1.45544 -0.60234 -1.55718 0.1219
H -1.13701 -0.35016 -1.45322 0.4080
H -0.33977 0.85742 1.15529 0.1981
H -1.95603 0.19720 0.56932 0.1815
H 0.15151 -1.13492 1.93878 0.4676
```

As for the SMILES: O=CNCO. As for the total energy: -284.4104 hartree. As for the multiplicity: 1. As for the energy above the lowest of the compared OMol25 structures with the same formula, charge and spin: 149.67 kJ/mol. Its charge is 0. The HOMO-LUMO gap comes out at 10.95 eV.

No. 6
# C2H7N2O2

A gas-phase ion, C2H7N2O2 (charge +1) (wB97M-V/def2-TZVPD, the OMol25 dataset).

XYZ file:
```
13
Properties=species:S:1:pos:R:3:nbo_charge:R:1
C 0.78740 -0.18588 0.13546 0.5678
C -0.47791 0.60239 0.59710 -0.3148
N 1.51160 0.66945 -0.74410 -0.3824
N -1.59050 -0.00217 -0.01570 -0.6698
O 2.05132 0.21341 0.56842 -0.3320
O 0.48885 -1.46260 -0.13018 -0.7128
H -0.26914 1.59106 0.18196 0.2726
H -0.42466 0.75869 1.67353 0.2656
H 2.06051 0.34197 -1.56814 0.3818
H -1.13099 -0.43086 -0.80460 0.4571
H -2.22891 0.69304 -0.40856 0.4607
H -2.05836 -0.80463 0.54248 0.4761
H 1.28080 -1.98387 -0.02767 0.5301
```

As for the SMILES: [NH3+]C[C@@]1(O)NO1. As for the total energy: -340.0236 hartree. As for the multiplicity: 1. As for the energy above the lowest of the compared OMol25 structures with the same formula, charge and spin: 410.84 kJ/mol. Its charge is +1. The HOMO-LUMO gap comes out at 10.14 eV.